Here is a cluster of 2 separate species, C4H9IO2 in total in a non-equilibrium geometry from the Open Molecules 2025 dataset. Energies are from the ωB97M-V functional and the def2-TZVPD basis.

Calculated values
LUMO level = -0.35 eV
ΔE to the lowest compared entry with this formula, charge and spin = 31.94 kcal per mole
HOMO-LUMO gap = 7.11 eV
largest force on an atom = 3.56 eV Å⁻¹

The geometry in ORCA input format:
```
! RIJCOSX wB97M-V def2-TZVPD def2/J DEFGRID3
* xyz 0 1
C -0.3838 1.6047 1.6121
C 0.8843 -1.9216 -0.9929
C 0.0750 1.4951 0.1453
C 0.1334 -0.7509 -0.3554
O -1.0031 -0.9528 0.2325
O 0.8574 0.3325 -0.1914
I -0.9521 -0.0377 -3.1307
H -0.3649 0.8124 2.3324
H 0.2783 2.2893 2.0577
H -1.3081 2.0467 1.6941
H 1.1096 -2.6081 -0.2700
H 1.9162 -1.6759 -1.2642
H 0.2640 -2.4928 -1.6878
H 0.7339 2.1878 -0.3602
H -0.9402 1.4847 -0.2871
H -1.2998 -1.8134 0.4655
*
```

Results of the Löwdin charge analysis, in e, for atoms 1 through 5: -0.047 -0.043 -0.182 -0.513 0.145

Here is the molecule C4H7NO2 from the Open Molecules 2025 dataset. Energies are from the ωB97M-V functional and the def2-TZVPD basis.

Calculated values
LUMO level = 0.93 eV
SMILES = O/N=C1/CC[C@H]1O
ΔE to the lowest compared entry with this formula, charge and spin = 79.92 kcal per mole
HOMO-LUMO gap = 10.48 eV
largest force on an atom = 0.65 eV Å⁻¹

The geometry in ORCA input format:
```
! RIJCOSX wB97M-V def2-TZVPD def2/J DEFGRID3
* xyz 0 1
O 0.5220 -1.9265 -1.6885
N -0.5003 -0.9900 -1.5632
C -0.2033 -0.0761 -0.7404
C -1.1031 0.9916 -0.1564
C -0.3101 0.7668 1.1559
C 0.8662 0.2404 0.3059
O 1.7612 -0.6772 0.8434
H 0.1523 -2.5484 -2.3279
H -2.1776 0.8027 -0.1597
H -0.9003 1.9793 -0.5861
H -0.7589 -0.0769 1.6971
H -0.1180 1.5886 1.8476
H 1.4590 1.0827 -0.0741
H 1.3089 -1.1449 1.5532
*
```

Results of the Löwdin charge analysis, in e, for atoms 1 through 5: -0.054 0.045 -0.264 -0.097 -0.113

Here is the molecule C5H9N in a non-equilibrium geometry from the Open Molecules 2025 dataset. Energies are from the ωB97M-V functional and the def2-TZVPD basis.

Calculated values
LUMO level = 0.88 eV
SMILES = CC(C)CC#N
ΔE to the lowest compared entry with this formula, charge and spin = 2.90 kcal per mole
HOMO-LUMO gap = 12.39 eV
largest force on an atom = 1.10 eV Å⁻¹

The geometry in ORCA input format:
```
! RIJCOSX wB97M-V def2-TZVPD def2/J DEFGRID3
* xyz 0 1
C 1.0748 -0.2855 -1.0885
C 0.5097 -0.1086 0.3197
C 0.1981 1.3649 0.6393
C -0.7305 -1.0165 0.5000
C -1.9351 -0.4831 -0.1550
N -2.8835 -0.0607 -0.6654
H 1.3581 -1.3291 -1.2699
H 1.9681 0.3311 -1.2308
H 0.3328 0.0075 -1.8401
H 1.2599 -0.4788 1.0301
H 0.7952 2.0364 0.0110
H 0.3983 1.6095 1.6892
H -0.8559 1.5892 0.4321
H -0.9578 -1.1715 1.5607
H -0.5323 -2.0046 0.0677
*
```

Results of the Löwdin charge analysis, in e, for atoms 1 through 5: -0.086 -0.428 -0.069 -0.162 -0.240

Here is a structure of composition C11H10BrN3ORhS6 from the Open Molecules 2025 dataset. Energies are from the ωB97M-V functional and the def2-TZVPD basis.

Calculated values
LUMO level (alpha / beta) = -5.24 / -5.24 eV
HOMO-LUMO gap (alpha / beta) = 5.62 / 5.63 eV
largest force on an atom = 0.13 eV Å⁻¹

The geometry in ORCA input format:
```
! RIJCOSX wB97M-V def2-TZVPD def2/J DEFGRID3
* xyz 1 1
Rh -0.1318 0.8469 0.3840
S -3.0549 5.7689 -3.9419
C -2.4034 4.6721 -2.9628
S -0.7550 4.0910 -3.1452
C -0.7682 2.9778 -1.8215
C -1.9754 2.9180 -1.0724
S -2.0818 1.9145 0.2375
S -3.2606 3.9497 -1.6165
S 0.5252 2.0227 -1.4103
O -2.1631 -2.1404 5.4618
C -1.7560 -1.5462 4.3362
C -2.1150 -1.9784 3.0593
C -1.6350 -1.2868 1.9735
N -0.8386 -0.2121 2.0807
C -0.5042 0.1835 3.3109
Br 0.6252 1.6838 3.4110
C -0.9267 -0.4358 4.4637
H -2.7332 -2.8961 5.2751
H -2.7556 -2.8375 2.9129
H -1.8861 -1.5880 0.9661
H -0.6290 -0.0788 5.4378
S 1.8159 -0.4822 0.4952
C 2.2464 -0.9367 -1.0875
N 3.4614 -1.3621 -1.4287
C 3.5262 -1.8187 -2.8170
C 2.1516 -1.3785 -3.3670
N 1.4477 -0.9749 -2.1495
H 4.2133 -1.4239 -0.7649
H 3.6596 -2.8993 -2.8620
H 4.3491 -1.3406 -3.3433
H 1.6294 -2.1925 -3.8644
H 2.2357 -0.5391 -4.0572
H 0.4868 -0.6802 -2.0933
*
```

Results of the Löwdin charge analysis, in e, for atoms 1 through 5: 0.100 0.687 -1.470 0.942 -1.100

Here is the ion C5H10NO2 with charge +1 in a non-equilibrium geometry from the Open Molecules 2025 dataset. Energies are from the ωB97M-V functional and the def2-TZVPD basis.

Calculated values
LUMO level = -3.67 eV
SMILES = C[N+]1=C(O)CC[C@@H]1O
ΔE to the lowest compared entry with this formula, charge and spin = 23.40 kcal per mole
HOMO-LUMO gap = 11.94 eV
largest force on an atom = 5.91 eV Å⁻¹

The geometry in ORCA input format:
```
! RIJCOSX wB97M-V def2-TZVPD def2/J DEFGRID3
* xyz 1 1
C -1.2206 0.5043 -1.6132
N -0.3822 0.1839 -0.4475
C 0.3683 1.0773 0.1667
O 0.4016 2.2044 -0.4657
C 1.1751 0.4813 1.2643
C 0.5992 -0.9122 1.4408
C -0.2790 -1.1866 0.0977
O 0.3095 -2.0787 -0.7716
H -0.6885 0.4009 -2.4569
H -1.6479 1.4615 -1.5356
H -1.9837 -0.2999 -1.6166
H 0.8089 2.9410 -0.0081
H 2.2540 0.4556 1.0881
H 0.9854 1.0612 2.1286
H 1.1782 -1.6825 1.6696
H -0.1296 -0.8205 2.1562
H -1.2979 -1.4911 0.2457
H -0.4506 -2.3000 -1.3425
*
```

Results of the Löwdin charge analysis, in e, for atoms 1 through 5: 0.065 0.011 -0.244 0.217 -0.028

Here is a cluster of 3 separate species, C8H24NO4S3 in total from the Open Molecules 2025 dataset. Energies are from the ωB97M-V functional and the def2-TZVPD basis.

Calculated values
LUMO level = -3.29 eV
ΔE to the lowest compared entry with this formula, charge and spin = 0.00 kcal per mole
HOMO-LUMO gap = 8.20 eV
largest force on an atom = 0.58 eV Å⁻¹

The geometry in ORCA input format:
```
! RIJCOSX wB97M-V def2-TZVPD def2/J DEFGRID3
* xyz 1 1
C -2.7747 -2.4457 -1.1553
C -1.5746 -1.5734 -1.5637
C -0.3082 -1.8164 -0.7304
N 0.8894 -2.2266 -1.5237
S 1.5926 -1.0978 -2.5583
C 0.9181 0.5450 -2.1627
O 1.8610 1.3642 -2.8054
O 1.2093 2.5764 -3.1662
H -3.6024 -1.8210 -0.8345
H -2.5286 -3.1160 -0.3319
H -3.1194 -3.0613 -1.9843
H -1.8703 -0.5318 -1.4482
H -1.3468 -1.7425 -2.6222
H -0.4521 -2.6639 -0.0605
H -0.0426 -0.9726 -0.0950
H 0.5988 -3.0034 -2.1156
H 0.9471 -1.2822 -3.7291
H -0.0694 0.6481 -2.6123
H 0.8846 0.6985 -1.0771
H 1.0004 2.9866 -2.3086
C 3.7460 1.1259 2.4448
S 2.9910 0.6011 0.9134
O 1.5575 1.0432 0.9668
C 3.0215 -1.1600 1.2550
H 3.7833 2.2129 2.4359
H 3.1408 0.7751 3.2799
H 4.7566 0.7224 2.4949
H 2.5132 -1.3558 2.1993
H 4.0593 -1.4894 1.3010
H 2.5144 -1.6818 0.4451
C -1.2574 1.2123 2.0898
S -2.9704 0.9012 1.6943
O -2.9356 0.4373 0.2716
C -3.5126 2.6071 1.6609
H -0.7476 0.2523 2.1007
H -0.8324 1.8406 1.3093
H -1.1547 1.6881 3.0650
H -2.9105 3.1598 0.9404
H -3.4173 3.0332 2.6592
H -4.5573 2.6104 1.3581
*
```

Results of the Löwdin charge analysis, in e, for atoms 1 through 5: -0.078 -0.243 -0.236 -0.309 1.201

Q: largest force on an atom of number 2 (C4H7NO2)?
A: 0.65 eV Å⁻¹

Q: largest force on an atom of number 5 (C5H10NO2)?
A: 5.91 eV Å⁻¹

Q: Look up the largest force on an atom of the third one.
A: 1.10 eV Å⁻¹

Q: largest force on an atom of number 6 (C8H24NO4S3)?
A: 0.58 eV Å⁻¹